DFT (ωB97M-V/def2-TZVPD) results for 2 unconnected molecules or ions with the total composition C20H21N2O in a non-equilibrium geometry.

XYZ file:
```
44
Properties=species:S:1:pos:R:3:nbo_charge:R:1
C 4.920 0.385 -0.451 -0.2794
C 4.131 0.521 -1.599 -0.2245
C 2.803 0.939 -1.489 -0.2692
C 2.258 1.294 -0.235 0.0661
C 0.844 1.671 -0.043 -0.0389
N 0.393 1.628 1.189 -0.3598
C -0.766 1.716 1.772 -0.2791
C -0.979 0.909 2.914 0.2780
N -1.138 0.218 3.850 -0.4952
C 0.000 2.038 -1.193 -0.0457
C 0.562 2.783 -2.254 -0.2266
C -0.166 3.045 -3.413 -0.2227
C -1.497 2.614 -3.513 -0.2616
C -2.081 1.922 -2.446 -0.2380
C -1.349 1.649 -1.285 -0.1622
C 3.055 1.129 0.910 -0.2316
C 4.377 0.688 0.809 -0.2197
H 5.957 0.048 -0.533 0.1919
H 4.543 0.299 -2.585 0.1945
H 2.171 0.977 -2.375 0.2105
H -1.625 2.211 1.293 0.1694
H 1.595 3.117 -2.168 0.2175
H 0.321 3.562 -4.245 0.1977
H -2.064 2.802 -4.427 0.1960
H -3.110 1.567 -2.524 0.1971
H -1.803 1.075 -0.480 0.2127
H 2.601 1.322 1.885 0.2364
H 4.976 0.582 1.714 0.1965
C -1.354 3.862 7.650 -0.5995
C -1.914 4.094 6.246 -0.3872
C -1.364 3.116 5.214 -0.5176
C -1.854 3.360 3.765 0.6302
C -3.301 2.990 3.522 -0.7388
O -1.131 3.860 2.911 -0.5388
H -1.572 4.727 8.283 0.1990
H -1.813 2.981 8.113 0.2012
H -0.268 3.715 7.613 0.2056
H -3.005 4.012 6.264 0.1890
H -1.666 5.110 5.913 0.1943
H -0.267 3.141 5.202 0.2220
H -1.654 2.089 5.487 0.2386
H -3.842 2.771 4.449 0.2095
H -3.800 3.813 3.001 0.2269
H -3.344 2.092 2.893 0.2553
```

The net charge is -1. For the largest force on an atom, the calculation gives 0.043 Eh/bohr. For the energy relative to the best compared isomer or geometry (same formula, charge and spin), the calculation gives 13.0 kcal per mole. The HOMO energy is -2.474 eV. The molar mass is 305.4 g mol⁻¹. The calculation puts the orbital gap at 5.5 eV.